(1)
16
Properties=species:S:1:pos:R:3:forces:R:3 method="wB97M-V/def2-TZVPD" total_energy_ev=-21715.4872 relative_energy_kcal_mol=70.6 max_force_ha_per_bohr=0.11533 e_homo_ha=-0.2823 gap_ev=8.16 lumo_energy_ev=0.5 charge=0
C 1.90573 -3.66572 1.38214 0.2927 0.6599 -0.2269
C -0.37180 -1.62201 -0.67273 -3.3490 3.3361 3.5809
C 0.05167 0.65505 0.11319 0.3505 -0.5681 1.9697
C -1.06044 -0.17951 -0.44929 0.3370 -1.1968 1.5583
C -0.13604 -1.74651 0.85148 0.2388 0.6875 0.2351
N 0.82919 -0.36281 0.91033 0.3168 -1.8826 -0.7566
O 2.28503 -2.84583 2.08935 0.6376 0.9897 1.4487
O 1.67350 -4.46863 0.60494 -0.7525 -1.5942 -1.0791
S -1.79052 -0.83068 1.17488 0.8493 -0.5262 -1.2219
H -1.18337 -2.24002 -0.82590 -1.4585 -1.6507 -0.8941
H 0.31353 -1.65216 -1.40455 3.0209 -0.4218 -2.3377
H 0.61195 0.95915 -0.69055 1.8510 1.1325 -1.7576
H -0.14725 1.48673 0.79564 -0.5082 -0.1364 -0.4608
H -1.57008 0.37980 -1.20675 -0.8711 0.0250 -0.4106
H 1.67218 -0.73040 0.44544 -0.4469 0.5681 0.0318
H 1.13366 -0.20905 1.85896 -0.5085 0.5780 0.3207

***

(2)
16
Properties=species:S:1:pos:R:3:forces:R:3 method="wB97M-V/def2-TZVPD" total_energy_ev=-21718.4353 relative_energy_kcal_mol=2.6 max_force_ha_per_bohr=0.04662 smiles="CC(=O)S[C@@H]1CC(=O)N1" e_homo_ha=-0.3587 gap_ev=10.34 lumo_energy_ev=0.6 charge=0
C 2.57387 1.67837 -0.75611 -1.4167 1.3356 0.5081
C 1.48721 0.97006 0.06477 1.3695 -0.4885 -0.3226
C -0.96579 -0.06027 0.42900 1.3012 -0.3831 0.6268
C -0.79985 -1.60387 0.26088 0.7224 -1.0747 -0.3624
C -2.32198 -1.62332 0.17050 -1.5812 -1.3685 -0.2940
H 3.03195 0.92454 -1.35704 0.2560 -0.3813 -0.6979
H 3.34701 2.16318 -0.15927 -0.1913 -0.2590 0.2946
H 2.06539 2.47636 -1.34367 0.5985 -0.6712 -0.0366
H -0.68180 0.28311 1.44473 -0.2700 -0.0537 -0.6316
H -0.28278 -1.94209 -0.66331 -0.4894 0.5131 0.3608
H -0.36446 -2.24106 1.04930 -0.2700 0.7393 0.0578
H -3.17314 0.38250 0.29728 1.1853 -0.7928 -0.1373
N -2.35340 -0.25136 0.17215 -2.1672 1.0205 0.0870
O 1.74644 0.31758 1.04883 -0.7003 0.5130 -0.3115
O -3.22020 -2.45615 0.13221 1.6635 1.4299 0.0859
S -0.08848 0.98242 -0.79026 -0.0104 -0.0787 0.7728

***

(3)
16
Properties=species:S:1:pos:R:3:forces:R:3 method="wB97M-V/def2-TZVPD" total_energy_ev=-12929.5049 relative_energy_kcal_mol=61.8 max_force_ha_per_bohr=0.12177 smiles="O=C(O)C(=O)N1CCC1" e_homo_ha=-0.3456 gap_ev=9.23 lumo_energy_ev=-0.2 charge=0
O -2.11390 1.45969 1.64218 0.7936 -2.0123 1.5674
O -0.58134 -1.51768 2.52588 -0.3668 1.6445 -1.1636
O -2.15967 0.44361 3.64128 1.7264 -1.9022 -1.0775
C -1.74045 0.51788 2.36944 -1.8808 3.2107 -1.9076
C -0.84082 -0.52562 1.83551 2.7639 -2.6704 -0.9897
N -0.16861 -0.33544 0.55451 -3.8231 -0.8669 4.8830
C 1.19144 -0.80830 0.39882 -0.8005 -3.3358 -1.4802
C -0.09645 0.83643 -0.26575 0.7482 1.2709 -1.1476
C 1.36797 0.35597 -0.50303 1.7552 2.5035 -3.3103
H -2.68079 1.21699 3.67644 -1.3676 1.6998 0.6202
H 1.16116 -1.83079 -0.21375 0.3994 1.9279 1.4060
H 1.77855 -0.98250 1.30114 -0.1627 0.3852 0.0235
H -0.13793 1.78999 0.25095 0.0330 -0.0231 0.4596
H -0.80703 1.02339 -1.14164 0.8607 -1.1440 1.0183
H 2.12912 1.15032 -0.27674 -0.6141 -0.9289 0.1066
H 1.55227 0.06294 -1.57228 -0.0649 0.2413 0.9919

***

(4)
16
Properties=species:S:1:pos:R:3:forces:R:3 method="wB97M-V/def2-TZVPD" total_energy_ev=-12929.0445 relative_energy_kcal_mol=72.4 max_force_ha_per_bohr=0.05507 smiles="C=C1O[C@@]1(N)OC(C)=O" e_homo_ha=-0.3416 gap_ev=10.11 lumo_energy_ev=0.8 charge=0
C 2.58374 -0.28649 -0.62018 -0.1429 0.3481 0.0596
C -0.94832 -0.58279 -0.19380 0.1830 2.3707 1.5378
C -1.16262 0.89479 -0.03533 -0.9152 -2.6440 -0.0247
C 1.31883 -0.20168 0.18490 0.7715 -1.6506 0.3617
N -1.70871 -1.55608 0.43500 0.0392 -0.1180 0.2314
C -1.41394 2.02058 0.58311 -0.0618 0.1946 0.0863
O -1.55082 0.24692 -1.18721 -0.0844 0.4514 -0.9515
O 0.33618 -0.99366 -0.45066 0.4768 0.7658 -0.1952
O 1.21464 0.23602 1.28990 -0.3927 0.2145 -0.6738
H -2.65135 -1.26620 0.65254 0.0759 -0.2080 -0.1987
H -1.60307 -2.48354 0.04487 -0.1797 0.1569 0.0138
H 2.95464 -1.30903 -0.56217 -0.0590 -0.0636 -0.0295
H 3.32876 0.38256 -0.19997 -0.0170 0.0255 -0.0299
H 2.37954 -0.05280 -1.66108 0.0718 0.0045 -0.0723
H -1.04865 2.16704 1.58367 0.1292 -0.0149 0.1133
H -2.02885 2.78436 0.13642 0.1053 0.1670 -0.2281

***

(5)
17
Properties=species:S:1:pos:R:3:forces:R:3 method="wB97M-V/def2-TZVPD" total_energy_ev=-23758.5141 relative_energy_kcal_mol=160.4 max_force_ha_per_bohr=0.09653 e_homo_ha=-0.3553 gap_ev=8.68 lumo_energy_ev=-1.0 charge=0
C 1.18218 1.73320 0.95836 1.7299 0.2948 -2.8715
C 2.17254 1.44807 0.01473 -1.4089 0.2436 1.6783
C 0.96176 -0.41327 0.95870 -3.9644 -2.7380 1.1937
C -1.24900 -0.03574 -0.85727 -2.0270 -0.9534 -1.4033
C -1.91093 -1.25578 -0.16493 1.0889 0.2961 -0.7160
N 0.43787 0.62257 1.42684 1.0786 -0.5568 0.0735
O 2.11201 -0.87343 -1.38310 -0.0142 -0.5168 -1.0260
O -0.09217 -1.86616 1.10106 3.3994 2.3424 -0.6030
O -1.39252 -1.44806 1.13852 -0.1429 0.1970 0.6440
S 2.44965 -0.36700 -0.06129 -0.2138 1.1986 0.7989
H 0.76882 2.73543 1.14180 0.4879 -0.5415 0.1908
H 2.79501 2.09399 -0.62595 -0.4013 -0.2776 0.7542
H -1.25835 0.67251 -0.04424 -0.5518 0.9776 -0.4498
H -0.20890 -0.11113 -1.15391 -0.0483 -0.4749 -0.4997
H -1.97404 0.14503 -1.78525 1.8295 0.2515 1.9540
H -1.90837 -2.21029 -0.74611 -0.0829 0.7628 0.4199
H -2.88556 -0.86993 0.08203 -0.7586 -0.5055 -0.1381

***

(6)
17
Properties=species:S:1:pos:R:3:forces:R:3 method="wB97M-V/def2-TZVPD" total_energy_ev=-14972.6234 relative_energy_kcal_mol=0.0 max_force_ha_per_bohr=0.09657 e_homo_ha="-0.1297 / -0.3639" gap_ev="4.02 / 8.41" lumo_energy_ev="0.5 / -1.5" charge=0 spin_multiplicity=3
C 0.75382 1.73031 -0.58747 1.5660 4.3976 -1.6930
C 1.92656 1.09230 -0.34181 2.6503 0.8848 -1.0682
C -0.28340 0.91547 -0.22967 -2.8183 -2.6504 -1.3121
C 1.57402 -0.10542 0.20366 0.0173 -3.8300 0.8248
C -0.62129 -1.46505 0.60749 3.5373 0.0658 0.7618
N 0.21904 -0.19792 0.32097 -2.6471 -3.0632 2.6631
O -1.60265 1.08881 -0.18113 0.1556 -1.2301 -0.2337
O 2.30509 -1.15971 0.64244 -0.7280 -1.7092 -1.5040
O -0.82294 -2.23156 -0.56119 0.7641 -0.0177 1.1476
O -1.78600 -1.18325 1.23289 0.0873 -0.2173 0.6644
H 0.44015 2.57322 -1.20149 1.1647 0.0999 0.0410
H 2.99744 1.13880 -0.66548 -1.2803 0.9905 0.2928
H 0.12394 -1.96604 1.34595 -1.8179 0.1270 -1.3454
H -1.81428 1.96060 0.07947 -0.8519 2.5593 0.7371
H 1.91961 -2.06075 0.22895 1.0555 2.8521 1.2584
H -1.31146 -1.63399 -1.11285 -0.4625 0.3371 -1.1214
H -2.39285 -0.82234 0.58609 -0.3921 0.4038 -0.1131

***

(7)
15
Properties=species:S:1:pos:R:3:forces:R:3 method="wB97M-V/def2-TZVPD" total_energy_ev=-19669.7554 relative_energy_kcal_mol=42.6 max_force_ha_per_bohr=0.07487 smiles=C[C@@]1(C#N)[C@H](S)[C@@H]1O e_homo_ha=-0.3346 gap_ev=9.76 lumo_energy_ev=0.7 charge=0
C 0.70453 0.45647 -1.69279 1.1776 0.5766 -0.0356
C 0.14926 -0.15128 -0.44106 -0.0210 0.3673 1.2316
C -0.32340 -1.52211 -0.51164 -1.1094 -3.1626 -0.7291
C -0.67565 0.72677 0.52183 1.0206 0.0223 0.0223
C 0.71360 0.30412 0.93133 -0.3008 -0.3219 -0.3844
H 1.62260 -0.06857 -2.03589 -0.9186 -0.0931 -0.1066
H -0.08814 0.53142 -2.42770 0.2106 -0.1357 -0.4842
H 1.10308 1.47713 -1.51035 -0.5880 -0.4199 0.1687
H -0.72031 1.79647 0.27899 -0.5019 -0.4843 -0.0766
H -2.18490 -0.44002 0.59474 -0.3394 -0.2660 -0.0725
H 1.48934 1.05191 0.89386 -0.0120 0.1963 -0.3174
H -0.29902 -0.91340 2.55700 -0.1301 -0.1609 0.1980
N -0.74768 -2.61883 -0.64448 1.3235 3.5754 0.5367
O -1.74662 0.16020 1.19984 0.2617 0.4974 -0.0732
S 1.00329 -0.79028 2.28634 -0.0728 -0.1908 0.1222

***

(8)
15
Properties=species:S:1:pos:R:3:forces:R:3 method="wB97M-V/def2-TZVPD" total_energy_ev=-19669.6750 relative_energy_kcal_mol=44.5 max_force_ha_per_bohr=0.08896 e_homo_ha=-0.3227 gap_ev=9.19 lumo_energy_ev=0.4 charge=0
C -1.81284 0.22546 0.10877 -0.1112 -0.2041 0.0695
C 0.00957 1.07207 0.35282 0.8846 0.4010 1.3700
C 1.10677 0.51305 -0.48878 1.0080 3.9625 -2.0513
C 0.67752 -0.86272 -0.84988 0.2160 -1.2952 -1.6275
C -0.59322 -0.20588 0.92359 -0.3563 -0.6417 1.6556
H 0.35759 1.92508 0.98277 -0.5181 -0.6995 -0.3440
H 1.95135 0.58233 0.21706 0.1773 -0.4932 -0.6173
H 1.25693 1.32540 -1.32281 0.1793 -1.8589 1.0917
H -0.11751 -0.88019 -1.67128 0.7688 0.2060 1.2186
H 1.43916 -1.56844 -1.21857 0.0135 0.5595 0.1562
H 0.84582 -1.62863 1.11379 -0.5048 0.2490 -1.2523
H -0.77554 -0.20642 2.02911 0.1216 -0.3943 -1.0332
N 0.14894 -1.35330 0.38804 -1.1799 -0.3858 2.2616
O -1.22204 1.36524 -0.29663 -0.6464 0.7285 -0.9533
S -3.27248 -0.30306 -0.26800 -0.0522 -0.1338 0.0558

***

(9)
15
Properties=species:S:1:pos:R:3:forces:R:3 method="wB97M-V/def2-TZVPD" total_energy_ev=-19667.3372 relative_energy_kcal_mol=98.4 max_force_ha_per_bohr=0.09960 e_homo_ha="-0.3148 / -0.2818" gap_ev="7.69 / 7.91" lumo_energy_ev="-0.9 / 0.2" charge=0
C -1.62823 -1.73523 -0.03591 0.5739 1.2253 0.1675
C -1.39501 -0.57189 -0.79636 0.2970 0.4053 0.8212
C -1.49980 -1.40864 1.28813 0.1580 -0.7964 1.9882
C -1.14342 0.41844 0.13761 -0.1495 1.5573 -1.6297
C 2.00636 1.45054 -0.72486 -1.6761 -3.2402 1.1367
N -1.17589 -0.06421 1.36045 -0.9448 -0.1235 5.0323
O -0.86404 2.89995 1.00404 -0.0490 -0.1026 0.7450
S -0.97651 2.08855 -0.22663 0.3422 0.3522 -1.1153
H -1.73306 -2.66369 -0.47139 -0.4374 -1.8945 -0.4524
H -1.30878 -0.41252 -1.84973 -0.1980 -0.2216 -0.3597
H -1.53325 -2.03296 2.25051 -0.0539 1.0788 -1.8760
H 1.71377 0.68734 0.07563 0.8437 1.6741 -0.9508
H 2.35974 2.41086 -0.61257 0.7603 1.7312 0.7088
H 1.69470 1.14157 -1.68845 -0.0439 -0.1560 -0.8964
H -1.28392 0.50705 2.31558 0.5774 -1.4896 -3.3196

***

(10)
15
Properties=species:S:1:pos:R:3:forces:R:3 method="wB97M-V/def2-TZVPD" total_energy_ev=-19666.7614 relative_energy_kcal_mol=111.6 max_force_ha_per_bohr=0.09354 smiles="C1CC2=NOC[C@@H]2S1" e_homo_ha=-0.3305 gap_ev=9.73 lumo_energy_ev=0.7 charge=0
C -2.03058 0.14837 -0.12908 1.0932 1.7431 4.3476
C -0.93242 1.38009 -0.06983 1.1783 2.0239 0.6340
C 0.48299 0.69805 -0.08067 1.3960 -0.1748 -0.7767
C 1.77193 -1.28057 -0.15624 -0.8072 -0.8394 2.9187
C 0.44219 -0.77275 0.35965 1.3575 1.3717 -0.2324
H -2.57054 0.15854 -0.99904 -1.1441 0.2423 -2.2374
H -2.91392 0.36510 0.77575 2.8886 -1.2647 -2.2497
H -1.17863 2.32017 -0.85300 0.9594 -2.9760 1.8310
H -0.72777 1.98399 0.97031 -1.6312 -1.5898 -2.0726
H 1.67802 -1.56399 -1.15795 0.0598 -1.3220 -1.5650
H 2.17538 -2.09723 0.63857 -0.4254 1.9654 -2.3668
H 0.53492 -0.81979 1.40699 -0.3428 0.1565 1.6735
N 1.73761 1.03756 -0.29761 -3.7660 0.0458 -0.1045
O 2.50736 -0.09117 -0.16290 2.7612 0.5238 0.6630
S -0.97653 -1.46637 -0.24496 -3.5771 0.0941 -0.4626

***

(11)
15
Properties=species:S:1:pos:R:3:forces:R:3 method="wB97M-V/def2-TZVPD" total_energy_ev=-19667.2487 relative_energy_kcal_mol=100.4 max_force_ha_per_bohr=0.10929 e_homo_ha="-0.2912 / -0.2563" gap_ev="7.53 / 6.16" lumo_energy_ev="-0.4 / -0.8" charge=0
C 1.29165 0.93458 0.20142 2.3046 3.0647 0.4565
C 0.45682 0.29065 -0.67658 -0.7798 -0.2074 -0.6782
C 1.81488 0.00958 1.06281 -3.1900 0.3441 -2.5955
C 0.36166 -1.03521 -0.20070 0.4124 0.2436 -1.6510
C -0.37937 -2.02450 -0.73911 -0.9050 -0.0689 1.2482
N -1.45670 1.24056 0.13529 -3.6289 -2.1812 -3.6959
O 1.18462 -1.19144 0.86156 0.7994 -0.0597 0.7289
S -2.51736 -0.07728 0.42854 0.5486 0.6934 0.1862
H 1.47281 2.08327 0.16461 0.0494 -2.4242 0.2324
H -0.02334 0.73417 -1.54085 0.3956 -0.5501 0.0616
H 2.40955 0.13199 1.86159 2.0154 0.0033 2.6151
H -0.96532 -1.80822 -1.59705 -0.2347 0.1065 -0.6267
H -0.57782 -2.94457 -0.20929 0.3225 -0.1781 -0.1212
H -1.88455 1.84738 -0.58589 0.5894 -0.5861 0.3114
H -1.18752 1.80902 0.83365 1.3011 1.8002 3.5282

***

(12)
15
Properties=species:S:1:pos:R:3:forces:R:3 method="wB97M-V/def2-TZVPD" total_energy_ev=-19667.6040 relative_energy_kcal_mol=92.2 max_force_ha_per_bohr=0.09999 smiles="C=C(SC=O)[C@H]1CN1" e_homo_ha=-0.3449 gap_ev=9.31 lumo_energy_ev=-0.1 charge=0
C 0.11720 -1.50269 1.02061 -0.4972 0.1646 1.0204
C -0.00547 -1.02539 -0.22593 -0.5344 1.9229 1.1454
C -2.56957 0.52940 0.04650 2.8106 2.8974 0.8931
C 1.06589 -0.21303 -0.83325 0.8412 -0.7894 -2.3828
C 1.15535 1.26846 -0.60940 -1.1374 -3.2758 2.7786
H -0.76636 -2.08226 1.32818 0.5808 0.3929 0.5789
H 0.93509 -1.21679 1.83951 -1.5763 -1.2008 -2.3240
H -3.73745 0.45297 0.03314 1.9849 0.1045 0.0078
H 1.50413 -0.67576 -1.77581 -1.1146 0.8173 0.7360
H 1.33769 1.89522 -1.39919 1.1017 1.4561 -1.5168
H 0.40598 1.55199 0.13303 0.2679 0.3846 -0.4104
H 2.00980 0.03315 0.93532 0.1632 0.9633 -1.0381
N 2.16124 0.27086 -0.06981 0.2912 0.6584 1.1116
O -1.90344 1.47316 0.55598 -3.2721 -3.7045 -1.4173
S -1.71009 -0.75929 -0.97886 0.0904 -0.7915 0.8175